Record 1
The following is a quantum chemistry calculation of a molecular structure, C68H85As3ClGe2IrO3S4 in a non-equilibrium geometry, from the Open Molecules 2025 dataset.

Cartesian coordinates (Å):
1 Ir -1.59779 0.68179 -1.44646
2 C 5.95161 -2.58863 4.51074
3 C 5.56162 -2.32178 3.08449
4 C 5.83345 -1.10633 2.46898
5 C 5.47873 -0.86381 1.15005
6 C 5.83931 0.45436 0.51715
7 C 4.83769 -1.87483 0.41349
8 C 4.57630 -3.11214 1.01125
9 C 3.93684 -4.25133 0.26536
10 C 4.92220 -3.30371 2.34279
11 C 4.68823 -1.65434 -1.05266
12 C 5.65301 -2.24510 -1.86841
13 C 5.72012 -1.95972 -3.22170
14 C 4.82988 -1.05823 -3.77755
15 C 3.83878 -0.46836 -2.99615
16 C 3.75662 -0.79556 -1.64104
17 Ge 2.14991 -0.18568 -0.63787
18 S 0.75355 1.03236 -1.89265
19 S 1.08205 -1.93784 0.34694
20 Ge 0.37902 -0.33248 1.78380
21 S -1.48900 0.53562 0.94722
22 S 2.14960 1.03663 1.29802
23 C -0.01799 -0.68064 3.70632
24 C -0.90313 -1.71678 4.03700
25 C -1.14986 -1.98118 5.38012
26 C -0.54954 -1.22226 6.37160
27 C 0.25823 -0.15305 6.03139
28 C 0.52394 0.14189 4.69614
29 C 1.28242 1.38175 4.37441
30 C 2.67360 1.41686 4.47417
31 C 3.46067 0.19438 4.85115
32 C 3.34240 2.61073 4.21902
33 C 2.66018 3.76888 3.88697
34 C 3.38797 5.06008 3.63590
35 C 1.27022 3.72009 3.81487
36 C 0.56715 2.55100 4.05883
37 C -0.93929 2.55335 4.02603
38 C -1.66475 -2.46350 2.99754
39 C -2.93556 -2.00707 2.62555
40 C -3.58921 -0.82479 3.29272
41 C -3.63845 -2.70184 1.64834
42 C -3.13153 -3.84902 1.06006
43 C -3.91766 -4.60635 0.03003
44 C -1.88379 -4.30867 1.47482
45 C -1.14498 -3.63886 2.43755
46 C 0.17541 -4.18467 2.91381
47 C 2.94412 0.52760 -3.65302
48 C 3.21266 1.89579 -3.52053
49 C 4.30791 2.39266 -2.61438
50 C 2.41990 2.81322 -4.20246
51 C 1.38531 2.40658 -5.03190
52 C 0.54595 3.38656 -5.80412
53 C 1.13357 1.04454 -5.15715
54 C 1.89270 0.09700 -4.48560
55 C 1.54708 -1.35968 -4.60907
56 H 6.52744 -1.76389 4.92724
57 H 6.54618 -3.49990 4.57897
58 H 5.06079 -2.73078 5.12540
59 H 6.35888 -0.33408 3.02030
60 H 6.46387 1.04670 1.18381
61 H 4.94253 1.03771 0.29600
62 H 6.37589 0.30505 -0.42140
63 H 3.99250 -4.11133 -0.81230
64 H 2.88780 -4.33957 0.55775
65 H 4.42995 -5.19002 0.51756
66 H 4.72042 -4.26621 2.80131
67 H 6.36681 -2.92126 -1.41489
68 H 6.48741 -2.41240 -3.83598
69 H 4.89197 -0.79092 -4.82522
70 H -1.83673 -2.77638 5.64139
71 H -0.74527 -1.44143 7.41312
72 H 0.68081 0.48168 6.80036
73 H 2.82372 -0.68346 4.93412
74 H 3.96599 0.34787 5.80692
75 H 4.21869 0.00030 4.09624
76 H 4.42465 2.62965 4.29000
77 H 4.46198 4.93579 3.76210
78 H 3.04507 5.83073 4.32767
79 H 3.19918 5.41827 2.62245
80 H 0.72061 4.62535 3.57841
81 H -1.31666 3.57558 4.03347
82 H -1.34657 2.02576 4.88938
83 H -1.31104 2.05614 3.12663
84 H -2.86365 -0.17196 3.77379
85 H -4.29160 -1.17238 4.05400
86 H -4.14870 -0.24506 2.55729
87 H -4.61692 -2.33622 1.35157
88 H -4.80690 -4.05015 -0.26871
89 H -4.23393 -5.57173 0.42968
90 H -3.30851 -4.79669 -0.85198
91 H -1.48655 -5.22005 1.03996
92 H 0.47562 -5.04421 2.31622
93 H 0.09790 -4.49922 3.95645
94 H 0.96123 -3.42868 2.85673
95 H 5.10871 1.66278 -2.51747
96 H 3.89940 2.58593 -1.61667
97 H 4.72483 3.32621 -2.98892
98 H 2.62482 3.87171 -4.08152
99 H 0.74699 4.41448 -5.50534
100 H -0.51306 3.16576 -5.66117
101 H 0.75839 3.29476 -6.87029
102 H 0.32280 0.71128 -5.79577
103 H 0.84385 -1.51281 -5.42652
104 H 1.08051 -1.71477 -3.68477
105 H 2.43177 -1.96892 -4.78545
106 C -5.66912 -0.07339 -1.71595
107 As -4.17316 1.18805 -1.79868
108 C -4.35204 1.67347 -3.67533
109 C -5.06280 2.79801 -1.05594
110 C -4.28704 3.69216 -0.08450
111 C -3.55919 2.90424 1.00322
112 C -3.24313 4.50503 -0.86426
113 As -1.73726 3.44833 -1.66034
114 C -1.45411 4.52046 -3.27283
115 C -0.23369 4.14039 -0.63169
116 C -5.29109 4.65727 0.57313
117 As -6.62793 4.10850 1.97516
118 C -5.47126 3.72394 3.52698
119 C -7.11725 2.22841 1.60884
120 H -6.55754 0.39527 -2.13721
121 H -5.86699 -0.38703 -0.69228
122 H -5.40818 -0.94936 -2.30893
123 H -5.34101 2.09473 -3.85015
124 H -4.21337 0.79008 -4.29213
125 H -3.58667 2.39897 -3.95134
126 H -5.97308 2.44956 -0.57153
127 H -5.37291 3.39429 -1.91790
128 H -2.61633 2.51338 0.63210
129 H -4.14892 2.05544 1.34939
130 H -3.33747 3.55136 1.85126
131 H -2.76910 5.23107 -0.19973
132 H -3.71832 5.05789 -1.67881
133 H -1.33790 5.56362 -2.98311
134 H -2.28690 4.42953 -3.96815
135 H -0.54477 4.17696 -3.76447
136 H -0.26902 5.22802 -0.58275
137 H 0.68106 3.82913 -1.13653
138 H -0.22876 3.72034 0.37403
139 H -5.88705 5.14108 -0.20705
140 H -4.73951 5.46052 1.07264
141 H -4.72625 4.50819 3.65747
142 H -4.97368 2.75845 3.45048
143 H -6.09917 3.71473 4.41733
144 H -7.82470 2.16170 0.78284
145 H -7.61762 1.86095 2.50461
146 H -6.25669 1.58911 1.41163
147 C -1.27383 -4.86311 -5.69809
148 C -0.36721 -4.64547 -4.51769
149 C 0.99992 -4.87319 -4.63320
150 C 1.83571 -4.69779 -3.54480
151 Cl 3.54894 -4.90717 -3.72855
152 C 1.32431 -4.35286 -2.30635
153 C -0.03672 -4.14474 -2.17342
154 C -0.86736 -4.24393 -3.27765
155 O -2.22071 -3.99833 -3.11150
156 C -2.68620 -2.77394 -3.62131
157 C -2.24715 -1.52848 -2.84736
158 O -2.38716 -0.42639 -3.43242
159 O -1.79744 -1.60054 -1.67991
160 H -0.88182 -5.65862 -6.32915
161 H -1.34972 -3.96628 -6.31756
162 H -2.27159 -5.13581 -5.35815
163 H 1.41036 -5.19164 -5.58261
164 H 1.97833 -4.23390 -1.45604
165 H -0.46225 -3.87253 -1.21674
166 H -3.77579 -2.82516 -3.56836
167 H -2.39396 -2.61347 -4.66258

Expectation value of S²: 0.766
Net charge: +1
E_tot in eV: -432289.2792
Spin multiplicity: 2
Highest occupied orbital energy (spin up / spin down) in eV: -10.10 / -10.08
ΔE to the lowest compared entry with this formula, charge and spin in eV: 2.068
LUMO level (spin up / spin down) in eV: -3.60 / -5.02
HOMO-LUMO gap (spin up / spin down) in eV: 6.50 / 5.06

---

Record 2
The following is a quantum chemistry calculation of 2 unconnected molecules or ions with the total composition C2H2F2O in a non-equilibrium geometry, from the Open Molecules 2025 dataset.

Cartesian coordinates (Å):
1 C 2.34208 -0.15097 0.05966
2 C 0.33498 -1.28620 -0.38253
3 O 2.47918 1.00853 0.17890
4 F 3.24730 -1.13423 -0.16773
5 F -0.45959 -0.64852 0.49910
6 H 0.10265 -0.81301 -1.32294
7 H 0.70138 -2.27530 -0.21612

E_tot in eV: -9585.6445
Highest occupied orbital energy (spin up / spin down) in eV: -9.39 / -9.39
ΔE to the lowest compared entry with this formula, charge and spin in eV: 2.363
LUMO level (spin up / spin down) in eV: -0.21 / -0.21
HOMO-LUMO gap (spin up / spin down) in eV: 9.18 / 9.19

---

Record 3
The following is a quantum chemistry calculation of C5H12N4 in the gas phase in a non-equilibrium geometry, from the Open Molecules 2025 dataset.

Cartesian coordinates (Å):
1 C 3.53629 -0.93863 0.18791
2 C 2.18109 -0.92717 0.12009
3 N 1.33295 0.20162 -0.10236
4 C 1.98051 1.43865 -0.41402
5 N 0.00607 0.27968 0.04766
6 N -0.78002 -0.68645 -0.18204
7 N -2.02441 -0.28682 0.02818
8 C -2.36301 1.07243 0.23128
9 C -2.99897 -1.28764 -0.01767
10 H 3.99186 -1.82327 0.43320
11 H 4.08401 -0.17946 -0.33318
12 H 1.71803 -1.82539 0.61876
13 H 2.67248 1.89415 0.31834
14 H 1.29580 2.28586 -0.45635
15 H 2.52401 1.26778 -1.28413
16 H -2.54164 1.18221 1.28898
17 H -1.47875 1.58796 -0.18710
18 H -3.30211 1.30508 -0.28934
19 H -3.71300 -1.05426 -0.80432
20 H -2.61274 -2.27493 -0.21329
21 H -3.50846 -1.23138 1.00940

E_tot in eV: -11335.5037
Highest occupied orbital energy in eV: -7.07
ΔE to the lowest compared entry with this formula, charge and spin in eV: 4.718
SMILES: C=CN(C)/N=N/N(C)C
LUMO level in eV: 1.03
HOMO-LUMO gap in eV: 8.10

---

Record 4
The following is a quantum chemistry calculation of 9 unconnected molecules or ions with the total composition C26H52O18S4 in a non-equilibrium geometry, from the Open Molecules 2025 dataset.

Cartesian coordinates (Å):
1 O 8.30155 10.85674 -24.72616
2 C 8.18206 12.07066 -24.06765
3 C 7.15175 13.17812 -24.49268
4 O 6.92472 14.30792 -23.75042
5 H 9.15369 12.60604 -24.19825
6 H 8.16284 11.95726 -22.96636
7 H 6.21261 12.62439 -24.73379
8 H 7.49517 13.39712 -25.53454
9 C 3.67732 14.88258 -26.32079
10 C 4.72894 15.82608 -25.86483
11 C 6.02279 15.92054 -26.64732
12 O 6.09419 17.26195 -27.08294
13 C 5.13524 17.99733 -26.51634
14 O 5.02455 19.18680 -26.55626
15 O 4.26125 17.20642 -25.88484
16 H 3.47763 14.74352 -27.38670
17 H 2.74834 15.13372 -25.80759
18 H 3.99170 13.86858 -26.05168
19 H 5.03390 15.69411 -24.82439
20 H 6.07346 15.20266 -27.46507
21 H 6.73191 15.61965 -25.86366
22 C 12.67899 12.06295 -24.18305
23 C 12.12448 10.71152 -23.77517
24 C 11.28712 9.95084 -24.76668
25 O 12.07276 8.85653 -25.25379
26 C 13.04607 8.64425 -24.38924
27 O 13.83237 7.74347 -24.36874
28 O 13.25450 9.80234 -23.65002
29 H 13.33836 12.48812 -23.42941
30 H 11.91846 12.80846 -24.43190
31 H 13.20163 11.99238 -25.14210
32 H 11.60040 10.74552 -22.82013
33 H 10.76593 10.43490 -25.59040
34 H 10.39596 9.44097 -24.38206
35 C 10.59160 11.91998 -27.80346
36 C 10.08392 10.51298 -28.10470
37 C 8.54486 10.51554 -28.11584
38 O 8.24691 9.74132 -29.30038
39 C 9.32289 9.62982 -30.06067
40 O 9.32137 9.10332 -31.13776
41 O 10.38677 10.17392 -29.45482
42 H 11.55088 12.05746 -27.29758
43 H 9.85620 12.39540 -27.15081
44 H 10.72681 12.50797 -28.71206
45 H 10.35224 9.72222 -27.40593
46 H 7.97755 11.44515 -28.15685
47 H 8.12487 9.97020 -27.27135
48 C 10.99470 14.51733 -22.30142
49 C 9.69182 14.88367 -21.59749
50 C 8.65160 13.77756 -21.60010
51 O 8.53674 13.45929 -20.19371
52 C 9.12305 14.44366 -19.44945
53 O 9.13246 14.46430 -18.26380
54 O 9.84214 15.28437 -20.26383
55 H 11.57187 13.74958 -21.77172
56 H 11.73662 15.31687 -22.19205
57 H 10.77896 14.32366 -23.34841
58 H 9.22816 15.66199 -22.21293
59 H 8.96786 12.84905 -22.06839
60 H 7.75206 14.15664 -22.08937
61 C 5.64952 8.90682 -24.66382
62 S 5.93456 7.31634 -23.82949
63 O 5.82330 6.33624 -24.96471
64 C 7.70053 7.67637 -23.69172
65 H 5.50132 9.73468 -23.97011
66 H 4.76000 8.79150 -25.27927
67 H 6.56403 9.09179 -25.22200
68 H 8.29487 6.90680 -23.19725
69 H 7.87050 8.64593 -23.22726
70 H 8.08450 7.72992 -24.71175
71 C 8.03779 10.26562 -21.26785
72 S 6.25577 10.00620 -20.92081
73 O 6.26098 8.90598 -19.87817
74 C 6.06818 11.55185 -19.96334
75 H 8.04869 10.65707 -22.29276
76 H 8.59526 9.33213 -21.25587
77 H 8.52098 10.95650 -20.58258
78 H 5.08678 11.56895 -19.49957
79 H 6.16931 12.32956 -20.72878
80 H 6.89915 11.73746 -19.29058
81 C 3.88966 13.59613 -22.22484
82 S 2.81380 14.97940 -22.65591
83 O 1.37335 14.49563 -22.52428
84 C 3.03888 15.89913 -21.09204
85 H 3.83981 12.82335 -22.99384
86 H 3.57251 13.13234 -21.28849
87 H 4.96756 13.79042 -22.16056
88 H 2.15249 16.49988 -20.88337
89 H 3.78612 16.69759 -20.98660
90 H 3.31568 15.24757 -20.26273
91 C 10.02010 15.74151 -25.01403
92 S 10.82888 17.23137 -24.43740
93 O 11.74641 16.82167 -23.32352
94 C 9.25914 17.98929 -23.80511
95 H 9.42379 15.92903 -25.90404
96 H 9.36948 15.29652 -24.25314
97 H 10.91133 15.12464 -25.14097
98 H 8.99288 17.41944 -22.90762
99 H 8.44549 17.93364 -24.52194
100 H 9.38712 18.97762 -23.35972

Net charge: -2
E_tot in eV: -107996.8361
Highest occupied orbital energy in eV: -2.12
LUMO level in eV: 3.69
HOMO-LUMO gap in eV: 5.81

---

Record 5
The following is a quantum chemistry calculation of a molecular structure, C7H7Br2P in a non-equilibrium geometry, from the Open Molecules 2025 dataset.

Cartesian coordinates (Å):
1 C -1.00328 -1.03888 -2.08090
2 C -1.78377 -1.02234 -0.91740
3 C 0.28607 -0.53074 -2.12264
4 C -1.41401 -0.34193 0.22675
5 C 0.71918 0.08683 -0.95181
6 C -0.17684 0.27400 0.13513
7 C 0.40942 0.98442 1.39367
8 P 1.82476 0.06012 2.27883
9 Br 0.82557 2.82377 0.79726
10 Br -0.88945 1.15704 2.89718
11 H -1.34385 -1.58871 -3.02509
12 H -2.67650 -1.54565 -0.82663
13 H 0.75145 -0.80799 -3.02130
14 H -2.00205 -0.40595 1.05447
15 H 1.65911 0.35261 -0.90760
16 H 1.90698 0.88518 3.35896
17 H 2.90721 0.65822 1.71111

E_tot in eV: -156744.5516
Highest occupied orbital energy in eV: -9.29
ΔE to the lowest compared entry with this formula, charge and spin in eV: 0.175
LUMO level in eV: 0.28
HOMO-LUMO gap in eV: 9.57

---

What is the E_tot in the second record? -9585.6445 eV